## P
Formula: H58O29
Source: OMol25
Level of theory: ωB97M-V with the def2-TZVPD basis set

The charge is 0. The value obtained for the HOMO energy is -9.74 eV. The frontier orbital gap comes out at 0.3149 hartree.

Bonds (Å) are listed after each position.
Geometry (Å):
1 O 0.93 2.88 3.18  H2 0.957, H3 0.957
2 H 1.84 2.92 2.90  O1 0.957
3 H 0.94 2.32 3.96  O1 0.957
4 O 3.75 2.92 2.07  H5 0.957, H6 0.957
5 H 4.62 2.99 2.46  O4 0.957
6 H 3.84 3.33 1.21  O4 0.957
7 O 1.50 1.11 5.35  H8 0.957, H9 0.957
8 H 2.38 1.48 5.49  O7 0.957
9 H 1.35 0.56 6.11  O7 0.957
10 O -0.47 -1.57 -4.55  H11 0.957, H12 0.957
11 H 0.00 -2.41 -4.56  O10 0.957
12 H -0.11 -1.09 -5.29  O10 0.957
13 O -1.48 -2.25 4.80  H14 0.957, H15 0.957
14 H -1.25 -1.39 4.46  O13 0.957
15 H -2.31 -2.12 5.25  O13 0.957
16 O 4.27 -0.78 -4.71  H17 0.957, H18 0.957
17 H 3.71 -0.86 -3.95  O16 0.957
18 H 4.42 -1.69 -4.99  O16 0.957
19 O 0.98 0.15 -2.30  H20 0.957, H21 0.957
20 H 0.60 -0.28 -3.06  O19 0.957
21 H 1.80 -0.31 -2.14  O19 0.957
22 O -0.97 -5.03 0.21  H23 0.957, H24 0.957
23 H -1.45 -4.52 0.87  O22 0.957
24 H -1.59 -5.12 -0.51  O22 0.957
25 O 2.44 0.30 0.74  H26 0.957, H27 0.957
26 H 2.60 0.03 -0.16  O25 0.957
27 H 3.16 0.91 0.94  O25 0.957
28 O 0.02 4.13 0.45  H29 0.957, H30 0.957
29 H -0.19 5.00 0.79  O28 0.957
30 H 0.45 3.69 1.18  O28 0.957
31 O -4.64 -0.66 2.98  H32 0.957, H33 0.957
32 H -4.83 0.11 3.52  O31 0.957
33 H -3.82 -0.45 2.53  O31 0.957
34 O 0.32 3.25 -2.24  H35 0.957, H36 0.957
35 H 0.97 2.56 -2.14  O34 0.957
36 H 0.11 3.51 -1.34  O34 0.957
37 O -1.55 0.56 4.07  H38 0.957, H39 0.957
38 H -1.47 1.30 3.46  O37 0.957
39 H -1.56 0.97 4.93  O37 0.957
40 O -3.36 0.95 -0.75  H41 0.957, H42 0.957
41 H -3.06 1.06 0.15  O40 0.957
42 H -2.72 0.35 -1.15  O40 0.957
43 O -2.27 -0.80 1.79  H44 0.957, H45 0.957
44 H -1.58 -0.63 1.14  O43 0.957
45 H -1.96 -0.36 2.58  O43 0.957
46 O -2.36 2.08 1.71  H47 0.957, H48 0.957
47 H -2.63 2.64 0.99  O46 0.957
48 H -2.02 2.69 2.37  O46 0.957
49 O 2.89 -2.81 0.40  H50 0.957, H51 0.957
50 H 2.56 -2.60 1.27  O49 0.957
51 H 2.99 -3.76 0.40  O49 0.957
52 O 1.33 -0.68 3.01  H53 0.957, H54 0.957
53 H 1.34 0.05 3.64  O52 0.957
54 H 1.47 -0.26 2.16  O52 0.957
55 O -0.15 0.17 0.00  H56 0.957, H57 0.957
56 H 0.23 0.40 -0.85  O55 0.957
57 H 0.44 0.57 0.64  O55 0.957
58 O -2.22 -1.24 -2.20  H59 0.957, H60 0.957
59 H -1.92 -1.51 -1.34  O58 0.957
60 H -1.49 -1.45 -2.79  O58 0.957
61 O -2.57 -3.39 1.65  H62 0.957, H63 0.957
62 H -2.76 -2.46 1.63  O61 0.957
63 H -2.60 -3.62 2.58  O61 0.957
64 O -1.74 2.86 -5.14  H65 0.957, H66 0.957
65 H -1.89 2.76 -6.08  O64 0.957
66 H -1.30 2.05 -4.88  O64 0.957
67 O -0.84 5.64 -2.89  H68 0.957, H69 0.957
68 H -0.35 4.87 -2.60  O67 0.957
69 H -0.23 6.37 -2.78  O67 0.957
70 O 3.31 2.93 -3.52  H71 0.957, H72 0.957
71 H 3.73 2.44 -2.82  O70 0.957
72 H 3.08 3.77 -3.12  O70 0.957
73 O -0.85 -4.59 -3.00  H74 0.957, H75 0.957
74 H -1.67 -4.91 -2.61  O73 0.957
75 H -0.66 -3.78 -2.53  O73 0.957
76 O -3.98 -0.82 -4.08  H77 0.957, H78 0.957
77 H -3.25 -0.96 -3.47  O76 0.957
78 H -3.56 -0.68 -4.93  O76 0.957
79 O -0.07 -2.44 -0.93  H80 0.957, H81 0.957
80 H 0.05 -1.54 -0.62  O79 0.957
81 H 0.53 -2.96 -0.39  O79 0.957
82 O 3.44 -0.90 -1.77  H83 0.957, H84 0.957
83 H 3.14 -1.66 -1.27  O82 0.957
84 H 4.39 -0.99 -1.81  O82 0.957
85 O 0.81 -3.44 3.41  H86 0.957, H87 0.957
86 H 1.05 -2.59 3.03  O85 0.957
87 H -0.05 -3.28 3.82  O85 0.957

## Q
Formula: H58O29
Source: OMol25
Level of theory: ωB97M-V with the def2-TZVPD basis set

The charge is 0. The value obtained for the HOMO energy is -10.59 eV. The frontier orbital gap comes out at 0.3848 hartree.

Bonds (Å) are listed after each position.
Geometry (Å):
1 O -2.83 -0.53 -2.15  H2 0.983, H3 0.964
2 H -3.56 -0.09 -2.64  O1 0.983
3 H -2.96 -0.08 -1.30  O1 0.964
4 O -4.32 -1.03 2.73  H5 0.998, H6 0.987
5 H -3.44 -0.88 3.17  O4 0.998
6 H -4.74 -1.60 3.42  O4 0.987
7 O 2.37 1.44 3.33  H8 0.967, H9 0.988
8 H 1.64 2.04 3.52  O7 0.967
9 H 2.11 0.50 3.48  O7 0.988
10 O -4.68 1.74 -3.19  H11 0.977, H12 0.964
11 H -5.53 1.69 -3.66  O10 0.977
12 H -4.75 2.33 -2.42  O10 0.964
13 O -3.13 2.81 2.56  H14 0.969, H15 0.968
14 H -3.86 2.40 3.04  O13 0.969
15 H -2.92 2.16 1.88  O13 0.968
16 O -0.80 3.90 -0.42  H17 0.968, H18 0.990
17 H -0.24 3.83 -1.21  O16 0.968
18 H -0.69 2.98 -0.07  O16 0.990
19 O 3.15 -3.01 -0.36  H20 0.952, H21 0.970
20 H 2.82 -3.27 -1.21  O19 0.952
21 H 3.01 -2.06 -0.30  O19 0.970
22 O 1.43 -0.49 -0.13  H23 0.963, H24 0.960
23 H 0.85 -1.07 -0.64  O22 0.963
24 H 1.80 0.16 -0.73  O22 0.960
25 O 3.62 -2.68 -4.30  H26 0.939, H27 0.962
26 H 4.08 -2.31 -5.03  O25 0.939
27 H 4.30 -3.23 -3.91  O25 0.962
28 O -0.38 1.69 1.40  H29 1.024, H30 1.015
29 H 0.24 0.96 1.04  O28 1.024
30 H 0.27 2.41 1.71  O28 1.015
31 O 1.04 -3.85 -2.37  H32 0.991, H33 0.951
32 H 0.95 -4.72 -2.83  O31 0.991
33 H 0.29 -3.26 -2.28  O31 0.951
34 O 0.97 4.12 2.07  H35 0.950, H36 0.938
35 H 0.16 4.56 1.83  O34 0.950
36 H 1.44 3.97 1.27  O34 0.938
37 O 1.44 -1.09 4.22  H38 0.976, H39 0.963
38 H 1.75 -1.99 4.45  O37 0.976
39 H 0.49 -1.01 4.10  O37 0.963
40 O -5.33 3.17 -0.64  H41 0.987, H42 0.968
41 H -5.90 3.90 -0.99  O40 0.987
42 H -4.69 3.67 -0.11  O40 0.968
43 O -3.61 0.90 0.21  H44 0.969, H45 0.992
44 H -3.96 0.31 0.89  O43 0.969
45 H -4.39 1.45 -0.04  O43 0.992
46 O 3.33 2.73 0.93  H47 1.003, H48 0.972
47 H 3.10 2.24 1.77  O46 1.003
48 H 4.08 3.30 1.16  O46 0.972
49 O -1.00 -2.14 1.52  H50 0.954, H51 0.934
50 H -1.68 -2.80 1.65  O49 0.954
51 H -0.25 -2.58 1.88  O49 0.934
52 O 0.68 3.77 -3.38  H53 0.991, H54 0.977
53 H 0.41 4.03 -4.30  O52 0.991
54 H 0.56 2.81 -3.38  O52 0.977
55 O -3.38 4.59 0.44  H56 0.967, H57 0.991
56 H -3.38 4.17 1.31  O55 0.967
57 H -2.66 4.37 -0.20  O55 0.991
58 O -1.87 -4.88 2.17  H59 0.963, H60 0.955
59 H -2.06 -5.36 1.36  O58 0.963
60 H -2.68 -4.86 2.68  O58 0.955
61 O 6.49 -3.23 0.85  H62 1.000, H63 1.015
62 H 6.57 -2.48 0.19  O61 1.000
63 H 5.48 -3.32 0.90  O61 1.015
64 O 2.56 -3.56 4.84  H65 0.961, H66 0.969
65 H 2.52 -3.79 3.90  O64 0.961
66 H 2.18 -4.32 5.31  O64 0.969
67 O -1.58 -0.15 3.26  H68 0.948, H69 0.992
68 H -1.22 -0.79 2.67  O67 0.948
69 H -1.33 0.67 2.77  O67 0.992
70 O 2.36 -0.44 -3.42  H71 0.936, H72 0.968
71 H 2.82 -1.21 -3.70  O70 0.936
72 H 2.99 0.13 -2.96  O70 0.968
73 O -0.18 0.92 -3.07  H74 0.940, H75 0.953
74 H -0.95 0.56 -2.68  O73 0.940
75 H 0.48 0.26 -2.89  O73 0.953
76 O 2.49 1.84 -1.81  H77 0.992, H78 0.995
77 H 3.10 2.09 -1.08  O76 0.992
78 H 2.42 2.62 -2.43  O76 0.995
79 O 1.80 -3.09 2.14  H80 0.980, H81 0.976
80 H 2.38 -3.31 1.38  O79 0.980
81 H 2.07 -2.17 2.32  O79 0.976
82 O 0.54 -0.79 -5.75  H83 0.943, H84 1.006
83 H 0.45 0.07 -5.37  O82 0.943
84 H 0.90 -1.30 -4.97  O82 1.006
85 O -0.34 -1.97 -1.29  H86 0.983, H87 0.977
86 H -0.74 -2.09 -0.40  O85 0.983
87 H -0.98 -1.35 -1.70  O85 0.977

Energies relative to the minimum, hartree: P 0.1145; Q 0.0000